1.
{
  "formula": "C2H3BrO",
  "method": "ωB97M-V/def2-TZVPD",
  "max_force_ev_per_a": 6.013,
  "smiles": "CC(=O)Br",
  "lumo_energy_ev": 0.5,
  "e_above_lowest_ev": 1.1599,
  "energy_ev": -74211.25310,
  "homo_lumo_gap_ev": 10.67,
  "species": ["C", "C", "O", "Br", "H", "H", "H"],
  "xyz": [[-0.0550, 0.1562, 0.0513], [-0.4736, 1.7038, 0.9877], [-0.6037, 1.8880, 2.1573], [-0.9713, 3.1010, -0.3452], [0.7256, -0.2986, 0.6433], [0.2742, 0.4209, -0.8607], [-0.9860, -0.2073, -0.1641]]
}



2.
{
  "formula": "C36H72O27",
  "method": "ωB97M-V/def2-TZVPD",
  "max_force_ev_per_a": 6.360,
  "smiles": "CCOC(=O)OC.CCOC(=O)OC.CCOC(=O)OC.CCOC(=O)OC.CCOC(=O)OC.CCOC(=O)OC.CCOC(=O)OC.CCOC(=O)OC.CCOC(=O)OC",
  "lumo_energy_ev": 0.6,
  "e_above_lowest_ev": 6.7569,
  "energy_ev": -93777.67781,
  "homo_lumo_gap_ev": 11.08,
  "species": ["C", "C", "O", "C", "O", "O", "C", "H", "H", "H", "H", "H", "H", "H", "H", "C", "C", "O", "C", "O", "O", "C", "H", "H", "H", "H", "H", "H", "H", "H", "C", "C", "O", "C", "O", "O", "C", "H", "H", "H", "H", "H", "H", "H", "H", "C", "C", "O", "C", "O", "O", "C", "H", "H", "H", "H", "H", "H", "H", "H", "C", "C", "O", "C", "O", "O", "C", "H", "H", "H", "H", "H", "H", "H", "H", "C", "C", "O", "C", "O", "O", "C", "H", "H", "H", "H", "H", "H", "H", "H", "C", "C", "O", "C", "O", "O", "C", "H", "H", "H", "H", "H", "H", "H", "H", "C", "C", "O", "C", "O", "O", "C", "H", "H", "H", "H", "H", "H", "H", "H", "C", "C", "O", "C", "O", "O", "C", "H", "H", "H", "H", "H", "H", "H", "H"],
  "xyz": [[0.1673, 6.3517, -1.1148], [1.3726, 5.8166, -1.7698], [1.6371, 6.2320, -3.1176], [1.2841, 5.4963, -4.2011], [0.7053, 4.3728, -4.2373], [1.7213, 6.0782, -5.2081], [1.3254, 5.6619, -6.5601], [-0.0211, 7.3933, -1.3751], [0.1309, 6.4129, -0.0271], [-0.7480, 5.8699, -1.4584], [1.5126, 4.7366, -1.7248], [2.1592, 6.3456, -1.2316], [1.4957, 4.5936, -6.6941], [1.9939, 6.2765, -7.1631], [0.2701, 5.8575, -6.7501], [-0.9351, 1.7365, -4.5264], [-1.6701, 0.5160, -4.9716], [-2.4249, -0.3679, -4.0487], [-3.5781, 0.1159, -3.4619], [-4.2220, 1.0556, -3.8540], [-3.9374, -0.7535, -2.4640], [-5.2599, -0.6010, -1.9400], [-0.3598, 2.2052, -5.3248], [-0.3457, 1.4887, -3.6435], [-1.6490, 2.4740, -4.1599], [-0.9523, -0.2288, -5.3152], [-2.3203, 0.7575, -5.8124], [-6.0044, -0.7234, -2.7267], [-5.4160, 0.4214, -1.5957], [-5.4134, -1.3797, -1.1930], [3.7724, -1.8450, -2.4147], [4.9207, -2.1134, -3.4184], [5.0368, -3.4807, -3.6090], [4.1057, -4.1207, -4.3503], [3.0452, -3.6333, -4.6209], [4.5411, -5.2984, -4.6335], [3.7259, -6.1800, -5.4375], [3.6524, -0.8138, -2.0825], [4.0039, -2.2502, -1.4297], [2.8270, -2.1191, -2.8829], [5.8347, -1.7712, -2.9330], [4.6900, -1.6853, -4.3939], [3.7247, -5.7996, -6.4590], [2.6812, -6.2648, -5.1381], [4.2914, -7.1090, -5.3658], [2.5274, 0.3183, 3.7943], [1.7825, 1.3412, 4.5736], [1.5906, 0.8534, 5.8640], [1.2379, 1.5641, 6.9002], [1.0372, 2.8000, 6.8831], [0.9711, 0.7076, 7.9895], [0.3443, 1.2130, 9.1406], [3.6083, 0.4338, 3.7142], [2.2083, 0.4275, 2.7578], [2.4240, -0.6970, 4.1771], [0.8465, 1.4415, 4.0241], [2.2923, 2.3021, 4.5036], [0.6042, 2.2062, 9.5068], [0.6645, 0.5574, 9.9504], [-0.7157, 1.0306, 8.9636], [-1.6789, 8.8588, 1.4337], [-0.9540, 8.7947, 2.7757], [-0.3612, 7.4931, 2.9730], [0.2299, 7.1706, 4.0882], [0.2678, 7.8581, 5.0837], [0.4221, 5.9327, 3.9447], [1.4600, 5.3654, 4.7113], [-1.6124, 9.8381, 0.9597], [-2.7113, 8.5288, 1.5495], [-1.0877, 8.2102, 0.7873], [-1.7561, 8.8231, 3.5133], [-0.2987, 9.6224, 3.0470], [1.7625, 4.4444, 4.2129], [1.2391, 5.1706, 5.7608], [2.4234, 5.8753, 4.7019], [0.0098, 3.3607, 0.9374], [-0.9298, 2.2748, 1.4883], [-1.2099, 1.1236, 0.6748], [-0.2258, 0.3985, -0.0084], [0.9825, 0.5836, 0.1556], [-0.7809, -0.5841, -0.7284], [-0.0448, -1.4603, -1.4797], [0.9660, 2.9037, 0.6827], [0.3644, 4.0744, 1.6810], [-0.2499, 3.9424, 0.0529], [-1.8558, 2.8037, 1.7137], [-0.5057, 1.8615, 2.4034], [0.7472, -1.7571, -0.7922], [0.4040, -1.1161, -2.4115], [-0.5245, -2.4388, -1.5006], [0.1669, -4.2811, -3.4994], [-0.5893, -4.2853, -4.8483], [-0.1223, -5.4628, -5.4816], [-0.5230, -5.7398, -6.8300], [-1.1854, -4.9892, -7.4641], [0.1725, -6.8194, -7.3434], [0.0751, -7.2277, -8.6494], [0.9488, -5.0336, -3.6016], [-0.4865, -4.2733, -2.6269], [0.8434, -3.4353, -3.3766], [-0.4948, -3.3850, -5.4556], [-1.6491, -4.3315, -4.5979], [0.9989, -7.8024, -8.7173], [-0.0529, -6.4155, -9.3649], [-0.7566, -7.9320, -8.6301], [-4.0965, 0.7137, 2.7209], [-3.9293, -0.7843, 3.0183], [-3.5976, -1.2087, 4.3583], [-2.4103, -1.0565, 4.9390], [-1.5215, -0.2834, 4.4342], [-2.4304, -1.8553, 5.9868], [-1.2938, -1.7674, 6.8596], [-3.8462, 0.9759, 1.6930], [-3.4690, 1.3460, 3.3490], [-5.1090, 1.0947, 2.8542], [-3.2180, -1.1670, 2.2864], [-4.9224, -1.2289, 2.9536], [-0.4063, -2.1788, 6.3788], [-1.5753, -2.3470, 7.7388], [-1.1009, -0.7320, 7.1403], [-0.0361, -8.5889, 4.4379], [-0.4690, -7.7906, 3.2015], [-0.1801, -6.3736, 3.4928], [-0.1754, -5.4687, 2.4479], [-0.5170, -5.6638, 1.2856], [0.2533, -4.3407, 2.9340], [0.1928, -3.1075, 2.2143], [-0.7971, -8.6474, 5.2161], [0.9044, -8.2634, 4.8824], [0.0986, -9.5981, 4.0486], [-1.4984, -7.8609, 2.8502], [0.0919, -8.2727, 2.4007], [1.1746, -2.8287, 1.8315], [-0.1859, -2.2576, 2.7821], [-0.5611, -3.2281, 1.4363]]
}